This record from the Open Molecules 2025 dataset describes a molecular structure, C36H37MnNOP2. The level of theory is wB97M-V/def2-TZVPD.

ORCA input file:
```
! RIJCOSX wB97M-V def2-TZVPD def2/J DEFGRID3
* xyz 0 6
Mn 0.71897 -1.01098 0.89714
C 2.95280 -1.61117 1.07727
C 2.64121 -1.09118 -0.19740
C 2.70252 -2.00815 -1.38312
C 1.68785 -3.19630 -1.26860
C 0.47237 -2.85293 -0.47424
C 0.40261 -2.97973 0.97216
C 1.54117 -3.67752 1.70797
C 2.90706 -3.08061 1.40753
C -3.03605 1.86088 0.16386
H 3.53793 -1.02968 1.77554
H 2.97137 -0.08520 -0.47388
H 3.74239 -2.36186 -1.60124
H 2.42976 -1.43022 -2.28066
H 1.44926 -3.51397 -2.30056
H 2.32472 -4.02469 -0.92192
H -0.42097 -2.97396 -1.09518
H -0.60988 -2.92606 1.44064
H 1.56741 -4.75637 1.48834
H 1.28946 -3.59787 2.75747
H 3.52682 -3.23343 2.30159
H 3.40565 -3.70334 0.65303
H -2.66365 2.18813 1.13502
H -4.06392 2.05547 0.20313
H -2.60802 2.53415 -0.58246
P 1.16135 1.79038 -0.31987
P -2.72001 0.16742 -0.19378
C 0.18396 0.53446 -1.06503
C -0.94987 -0.11122 -0.59062
C 1.78108 2.93386 -1.59002
C 2.49739 2.22652 -2.58496
C 3.15850 2.87683 -3.61812
C 3.03736 4.27976 -3.72161
C 2.26911 5.01552 -2.79198
C 1.64406 4.34149 -1.72672
C 2.46472 1.60254 0.95698
C 2.22146 0.76796 2.04666
C 2.53397 1.20347 3.32344
C 3.60619 2.06806 3.45062
C 4.27494 2.47226 2.29952
C 3.66663 2.32675 1.02902
C -3.90425 -0.29291 -1.46679
C -3.72656 0.29326 -2.74113
C -4.72013 0.11426 -3.70551
C -5.83009 -0.69676 -3.41993
C -5.93659 -1.36029 -2.18779
C -4.95541 -1.18895 -1.20641
C -3.00380 -0.85155 1.29649
C -3.32033 -0.19974 2.49495
C -3.38714 -0.94989 3.67865
C -3.09954 -2.30744 3.71954
C -2.75552 -2.94643 2.52715
C -2.78605 -2.25504 1.30409
H 0.58040 0.18659 -2.02380
H -1.03474 -1.13778 -0.98620
H 2.55060 1.14011 -2.51266
H 3.74986 2.29797 -4.33552
H 3.58044 4.79585 -4.52580
H 2.19609 6.11954 -2.90617
H 1.05952 4.92883 -1.01865
H 1.59973 -0.20676 2.06010
H 2.08183 0.76640 4.19309
H 3.93015 2.38922 4.44419
H 5.15464 3.10586 2.39745
H 4.09702 2.83831 0.16085
H -2.85606 0.91984 -2.95805
H -4.65283 0.62051 -4.66675
H -6.59715 -0.86849 -4.16594
H -6.77813 -2.01891 -1.95394
H -5.01625 -1.67525 -0.23061
H -3.56031 0.86536 2.50704
H -3.67515 -0.43967 4.59677
H -3.10680 -2.87233 4.64900
H -2.38904 -3.97221 2.54474
H -2.63341 -2.80992 0.35945
O -0.33458 4.40662 1.28303
C -0.16573 3.23667 1.31237
N -0.05436 2.03569 1.17777
*
```

## Properties
Frontier orbital gap (alpha / beta): 4.674 / 5.766 eV
ΔE to the lowest compared entry with this formula, charge and spin: 0.0000 eV
LUMO level (alpha / beta): 0.35 / 0.00 eV